# 1
The ion C2H4O2P with charge +1 at a distorted geometry. Source: the OMol25 dataset; level of theory: ωB97M-V with the def2-TZVPD basis set.

Each line ends with the natural charge from an NBO analysis.
CARTESIAN COORDINATES (ANGSTROEM)
C 0.325 0.760 0.063  -0.12
C 0.324 -0.746 -0.060  -0.13
O -1.099 1.177 -0.240  -0.75
O -0.990 -1.162 0.166  -0.73
P -2.073 -0.059 0.017  1.76
H 0.686 1.081 1.088  0.25
H 1.058 1.113 -0.787  0.26
H 0.800 -1.102 -0.936  0.23
H 0.970 -1.062 0.689  0.23

Calculated values
- electronic energy (eV) = -15514.6317
- max |F| (eV Å⁻¹) = 2.7
- Kohn-Sham gap (eV) = 10.363
- total charge = +1

---

# 2
The ion C2H4O2P with charge +1 at a distorted geometry. Source: the OMol25 dataset; level of theory: ωB97M-V with the def2-TZVPD basis set.

Each line ends with the natural charge from an NBO analysis.
CARTESIAN COORDINATES (ANGSTROEM)
C 1.080 0.332 -0.296  -0.72
C 0.361 -0.331 0.723  0.56
O -2.887 0.765 -0.419  -0.89
O -0.848 -0.561 0.508  -0.69
P -2.355 -0.528 -0.657  1.68
H 1.725 1.059 0.196  0.29
H 0.344 0.644 -1.038  0.25
H 0.882 -0.872 1.557  0.22
H 1.700 -0.508 -0.574  0.29

Calculated values
- electronic energy (eV) = -15514.1526
- max |F| (eV Å⁻¹) = 2.2
- Kohn-Sham gap (eV) = 10.844
- total charge = +1

---

# 3
A cluster of 2 separate species, C2H4O2P in total at a distorted geometry. Source: the OMol25 dataset; level of theory: ωB97M-V with the def2-TZVPD basis set.

Each line ends with the natural charge from an NBO analysis.
CARTESIAN COORDINATES (ANGSTROEM)
C 1.958 -0.978 0.551  0.33
C -1.279 1.146 -0.796  0.14
O 0.966 -0.445 0.163  -0.56
O -1.941 0.454 0.019  -0.68
P -2.956 -0.200 0.844  1.11
H 2.949 -1.269 -0.054  0.12
H 2.111 -1.455 1.575  0.12
H -1.102 0.710 -1.722  0.20
H -0.705 2.037 -0.580  0.23

Calculated values
- electronic energy (eV) = -15509.6815
- max |F| (eV Å⁻¹) = 4.5
- Kohn-Sham gap (alpha / beta) (eV) = 6.583 / 6.462
- total charge = +1

---

# 4
A structure of composition C2H4O2Pt at a distorted geometry. Source: the OMol25 dataset; level of theory: ωB97M-V with the def2-TZVPD basis set.

Each line ends with the natural charge from an NBO analysis.
CARTESIAN COORDINATES (ANGSTROEM)
H -1.374 -0.235 0.500  0.40
C -0.119 0.504 -0.886  0.14
C -0.298 -0.819 0.545  -0.25
O 0.996 -1.001 0.464  -0.54
O 0.385 1.362 -0.001  -0.59
H -1.155 0.717 -1.188  0.21
H -0.598 -1.119 1.568  0.29
Pt 1.752 0.540 0.736  1.09
H 0.411 0.051 -1.738  0.25

Calculated values
- expectation value of S² = 3.761
- spin multiplicity = 4
- electronic energy (eV) = -9460.4459
- max |F| (eV Å⁻¹) = 13.9
- Kohn-Sham gap (alpha / beta) (eV) = 6.541 / 8.000
- total charge = +1

---

# 5
A structure of composition C2H4O2S at a distorted geometry. Source: the OMol25 dataset; level of theory: ωB97M-V with the def2-TZVPD basis set.

Each line ends with the natural charge from an NBO analysis.
CARTESIAN COORDINATES (ANGSTROEM)
C -0.690 -0.790 -0.069  -0.08
C -0.247 0.764 -0.098  -0.66
O 2.302 0.732 0.544  -0.92
O 0.628 -1.242 0.215  -0.70
S 1.419 0.107 -0.372  1.51
H -1.359 -0.978 0.706  0.19
H -1.072 -1.158 -1.048  0.18
H -0.772 1.491 -0.784  0.23
H -0.210 1.073 0.906  0.23

Calculated values
- electronic energy (eV) = -17067.0662
- max |F| (eV Å⁻¹) = 3.2
- Kohn-Sham gap (eV) = 10.247

---

# 6
An isolated molecule of C2H4O2S at a distorted geometry. Source: the OMol25 dataset; level of theory: ωB97M-V with the def2-TZVPD basis set.

Each line ends with the natural charge from an NBO analysis.
CARTESIAN COORDINATES (ANGSTROEM)
C 0.966 -0.215 -0.409  -0.12
C -0.226 0.295 0.148  0.31
O 0.593 -0.536 0.894  -0.46
O -0.221 1.832 0.095  -0.72
S -1.935 -0.150 -0.033  0.00
H 0.979 -1.098 -0.968  0.18
H 1.753 0.442 -0.520  0.19
H -0.819 1.971 0.840  0.47
H -2.013 0.662 -1.097  0.15

Calculated values
- electronic energy (eV) = -17066.7034
- max |F| (eV Å⁻¹) = 3.6
- Kohn-Sham gap (eV) = 10.422
- SMILES = O[C@@]1(S)CO1

---

# 7
A structure of composition C2H4O2S at a distorted geometry. Source: the OMol25 dataset; level of theory: ωB97M-V with the def2-TZVPD basis set.

Each line ends with the natural charge from an NBO analysis.
CARTESIAN COORDINATES (ANGSTROEM)
C -0.788 0.969 -0.161  -0.13
C 0.205 0.062 0.294  0.32
O -0.147 1.090 1.094  -0.43
O -0.545 -1.659 0.568  -0.79
S 1.860 -0.164 -0.216  0.04
H -0.629 1.781 -0.815  0.18
H -1.837 0.812 -0.120  0.20
H 0.330 -1.996 0.771  0.44
H 1.550 -0.895 -1.415  0.17

Calculated values
- electronic energy (eV) = -17065.4273
- max |F| (eV Å⁻¹) = 4.5
- Kohn-Sham gap (eV) = 10.366

---

# 8
A structure of composition C2H4O2S at a distorted geometry. Source: the OMol25 dataset; level of theory: ωB97M-V with the def2-TZVPD basis set.

Each line ends with the natural charge from an NBO analysis.
CARTESIAN COORDINATES (ANGSTROEM)
C -0.611 -0.702 0.308  -0.08
C -0.300 0.781 -0.378  -0.64
O 2.100 0.618 0.713  -0.92
O 0.582 -1.287 -0.210  -0.71
S 1.466 0.159 -0.487  1.49
H -0.468 -0.767 1.429  0.20
H -1.496 -1.118 -0.209  0.20
H -0.708 0.699 -1.413  0.22
H -0.564 1.616 0.246  0.24

Calculated values
- electronic energy (eV) = -17066.8594
- max |F| (eV Å⁻¹) = 3.5
- Kohn-Sham gap (eV) = 10.313

---

# 9
An isolated molecule of C2H4O2S at a distorted geometry. Source: the OMol25 dataset; level of theory: ωB97M-V with the def2-TZVPD basis set.

Each line ends with the natural charge from an NBO analysis.
CARTESIAN COORDINATES (ANGSTROEM)
C 0.793 -0.025 -0.021  0.20
C -0.268 -0.995 -0.076  -0.74
O -0.828 1.696 -0.217  -0.44
O 0.592 1.314 -0.272  -0.24
S 2.348 -0.450 -0.039  0.00
H -0.549 -1.550 -1.007  0.27
H -1.117 -0.473 0.393  0.24
H -0.102 -1.726 0.675  0.25
H -0.869 2.211 0.563  0.46

Calculated values
- electronic energy (eV) = -17065.3616
- max |F| (eV Å⁻¹) = 3.2
- Kohn-Sham gap (alpha / beta) (eV) = 8.967 / 8.967
- SMILES = CC(=S)OO

---

# 10
An isolated molecule of C2H4O2S2 at a distorted geometry. Source: the OMol25 dataset; level of theory: ωB97M-V with the def2-TZVPD basis set.

Each line ends with the natural charge from an NBO analysis.
CARTESIAN COORDINATES (ANGSTROEM)
C 0.435 0.253 0.809  -0.06
C -0.441 0.468 -0.478  -0.61
O -0.429 3.994 1.301  -0.83
O 1.498 1.048 0.853  -0.64
S -1.458 1.899 -0.150  0.14
S 0.149 3.075 0.352  1.18
H -0.121 0.213 1.739  0.16
H 0.839 -0.840 0.646  0.18
H 0.269 0.515 -1.262  0.24
H -0.896 -0.485 -0.558  0.25

Calculated values
- electronic energy (eV) = -27900.8543
- max |F| (eV Å⁻¹) = 3.1
- Kohn-Sham gap (alpha / beta) (eV) = 7.321 / 7.323

---

# 11
A cluster of 2 separate species, C2H4O3 in total at a distorted geometry. Source: the OMol25 dataset; level of theory: ωB97M-V with the def2-TZVPD basis set.

Each line ends with the natural charge from an NBO analysis.
CARTESIAN COORDINATES (ANGSTROEM)
C -0.503 1.526 0.201  0.67
C 0.207 -0.629 -0.284  -0.31
O 0.565 2.025 -0.424  -0.28
O -0.723 2.036 -1.041  -0.28
O -0.599 0.253 0.525  -0.52
H -1.330 2.354 1.264  0.10
H 0.255 -0.552 -1.417  0.20
H -0.328 -1.674 -0.191  0.21
H 1.277 -0.551 -0.110  0.20

Calculated values
- electronic energy (eV) = -8275.0007
- max |F| (eV Å⁻¹) = 6.0
- Kohn-Sham gap (eV) = 11.564

---

# 12
The ion C2H4O3P with charge -1 at a distorted geometry. Source: the OMol25 dataset; level of theory: ωB97M-V with the def2-TZVPD basis set.

Each line ends with the natural charge from an NBO analysis.
CARTESIAN COORDINATES (ANGSTROEM)
C 1.958 -0.276 -0.142  0.74
C 0.725 0.516 -0.478  -0.85
O 1.862 -1.498 -0.602  -0.82
O 2.860 0.202 0.557  -0.73
O -0.599 -1.340 0.933  -1.03
P -0.468 -0.937 -0.575  0.96
H 0.712 1.101 -1.384  0.22
H 0.469 1.118 0.362  0.21
H 0.030 -2.017 1.195  0.50
H -1.704 0.053 -0.316  -0.22

Calculated values
- electronic energy (eV) = -17571.3621
- max |F| (eV Å⁻¹) = 4.7
- Kohn-Sham gap (eV) = 8.190
- total charge = -1
- SMILES = O=C([O-])CPO

---

# 13
The ion C2H4O3P with charge -1 at a distorted geometry. Source: the OMol25 dataset; level of theory: ωB97M-V with the def2-TZVPD basis set.

Each line ends with the natural charge from an NBO analysis.
CARTESIAN COORDINATES (ANGSTROEM)
C 1.975 -0.164 -0.598  -0.52
C 0.806 -0.022 0.099  0.14
O -2.950 -0.839 0.007  -1.17
O -1.736 1.376 -0.318  -1.19
O -0.500 -0.887 -0.227  -0.82
P -1.786 0.030 0.268  2.21
H 2.981 0.257 -0.341  0.20
H 2.128 -0.829 -1.446  0.20
H 0.565 0.762 0.856  0.21
H -1.482 0.316 1.700  -0.25

Calculated values
- electronic energy (eV) = -17572.1414
- max |F| (eV Å⁻¹) = 5.4
- Kohn-Sham gap (eV) = 8.832
- total charge = -1
- SMILES = C=CO[P@H](=O)[O-]

---

# 14
A structure of composition C2H4O3V at a distorted geometry. Source: the OMol25 dataset; level of theory: ωB97M-V with the def2-TZVPD basis set.

Each line ends with the natural charge from an NBO analysis.
CARTESIAN COORDINATES (ANGSTROEM)
O 0.475 -0.661 1.341  -0.67
C 0.789 -1.485 0.418  0.23
C 0.096 -1.404 -0.829  0.19
O -0.982 -0.707 -0.844  -0.67
H 1.466 -2.322 0.631  0.20
H 0.250 -2.174 -1.597  0.20
V -0.830 0.563 0.614  1.38
O -0.592 2.391 0.165  -0.95
H -0.502 3.114 0.796  0.54
H -0.171 2.684 -0.694  0.56

Calculated values
- expectation value of S² = 6.007
- spin multiplicity = 5
- electronic energy (eV) = -33960.9062
- max |F| (eV Å⁻¹) = 3.3
- Kohn-Sham gap (alpha / beta) (eV) = 8.228 / 9.861
- total charge = +1

---

# 15
A cluster of 2 separate species, C2H4O4 in total at a distorted geometry. Source: the OMol25 dataset; level of theory: ωB97M-V with the def2-TZVPD basis set.

Each line ends with the natural charge from an NBO analysis.
CARTESIAN COORDINATES (ANGSTROEM)
C -1.415 0.452 1.156  0.68
C 1.273 -0.593 -1.199  0.69
O 0.814 0.485 -1.411  -0.64
O -0.721 -0.518 1.380  -0.66
O -1.248 1.281 0.165  -0.72
O 1.217 -1.277 -0.089  -0.69
H -2.204 0.950 1.811  0.13
H 1.936 -1.045 -2.038  0.12
H -0.341 1.282 -0.466  0.54
H 0.688 -1.016 0.693  0.54

Calculated values
- electronic energy (eV) = -10328.7078
- max |F| (eV Å⁻¹) = 3.3
- Kohn-Sham gap (eV) = 11.910
- SMILES = O=CO.O=CO

---

# 16
The ion C2H4O4P2 with charge -2 at a distorted geometry. Source: the OMol25 dataset; level of theory: ωB97M-V with the def2-TZVPD basis set.

Each line ends with the natural charge from an NBO analysis.
CARTESIAN COORDINATES (ANGSTROEM)
C -2.014 0.006 -0.679  -0.96
C -0.357 0.191 0.661  -1.13
O 1.472 -0.573 2.637  -1.20
O -1.035 2.630 -0.788  -1.17
O 1.282 -2.053 0.549  -1.07
O 0.634 0.914 -1.753  -1.03
P 1.449 -0.420 1.157  1.27
P -0.711 1.169 -0.764  1.99
H -1.763 -0.915 -1.248  0.13
H -0.845 0.577 1.560  0.22
H 0.690 -1.964 -0.201  0.46
H 1.197 0.437 -1.131  0.48

Calculated values
- electronic energy (eV) = -28904.8729
- max |F| (eV Å⁻¹) = 2.2
- Kohn-Sham gap (eV) = 6.249
- total charge = -2

---

# 17
A cluster of 3 separate species, C2H4O4S in total at a distorted geometry. Source: the OMol25 dataset; level of theory: ωB97M-V with the def2-TZVPD basis set.

Each line ends with the natural charge from an NBO analysis.
CARTESIAN COORDINATES (ANGSTROEM)
C -1.245 1.791 -0.346  -0.75
C -0.256 1.181 0.198  0.74
O 2.068 -1.244 1.662  -0.84
O 2.238 -1.148 -0.743  -0.86
O -1.293 -1.426 -0.119  -0.94
O 0.728 0.826 0.735  -0.55
S 2.633 -0.543 0.493  1.68
H -1.849 1.039 -0.957  0.30
H -1.520 2.845 -0.264  0.28
H -0.396 -1.191 0.161  0.47
H -1.108 -2.130 -0.820  0.48

Calculated values
- electronic energy (eV) = -21161.9558
- max |F| (eV Å⁻¹) = 3.5
- Kohn-Sham gap (eV) = 9.156

---

# 18
An isolated molecule of C2H4OP2 at a distorted geometry. Source: the OMol25 dataset; level of theory: ωB97M-V with the def2-TZVPD basis set.

Each line ends with the natural charge from an NBO analysis.
CARTESIAN COORDINATES (ANGSTROEM)
C -2.092 0.557 -1.679  -0.19
C -1.526 0.138 -0.731  -0.39
O 2.223 -0.692 1.004  -0.93
P 1.020 0.472 0.663  0.58
P -1.013 -0.462 0.819  0.26
H -2.457 0.814 -2.601  0.22
H 2.338 -0.849 0.047  0.48
H 0.772 1.110 1.991  -0.05
H -0.682 -1.713 0.099  0.02

Calculated values
- electronic energy (eV) = -22760.9570
- max |F| (eV Å⁻¹) = 2.0
- Kohn-Sham gap (eV) = 9.217
- SMILES = C#C[PH]#[PH]O

---

# 19
A cluster of 2 separate species, C2H4OS in total at a distorted geometry. Source: the OMol25 dataset; level of theory: ωB97M-V with the def2-TZVPD basis set.

Each line ends with the natural charge from an NBO analysis.
CARTESIAN COORDINATES (ANGSTROEM)
C -1.696 -0.240 -0.407  0.37
C 1.043 -0.408 0.347  -0.60
O -2.253 -1.266 -0.599  -0.48
S 1.324 1.194 0.900  0.07
H -2.128 0.767 -0.431  0.12
H 0.957 -1.149 1.114  0.20
H 1.388 -0.686 -0.628  0.20
H 1.364 1.788 -0.295  0.12

Calculated values
- electronic energy (eV) = -15017.6024
- max |F| (eV Å⁻¹) = 2.0
- Kohn-Sham gap (alpha / beta) (eV) = 8.494 / 7.883

---

# 20
An isolated molecule of C2H4OS at a distorted geometry. Source: the OMol25 dataset; level of theory: ωB97M-V with the def2-TZVPD basis set.

Each line ends with the natural charge from an NBO analysis.
CARTESIAN COORDINATES (ANGSTROEM)
C -0.238 -0.452 0.543  -0.64
C -0.394 0.669 -0.418  -0.61
O 2.066 -0.406 -0.476  -0.96
S 1.286 0.422 0.408  1.25
H -0.692 -0.400 1.527  0.23
H -0.338 -1.473 -0.015  0.26
H -0.401 0.406 -1.460  0.24
H -1.288 1.235 -0.110  0.23

Calculated values
- electronic energy (eV) = -15019.1645
- max |F| (eV Å⁻¹) = 3.0
- Kohn-Sham gap (eV) = 10.510

---

In kcal/mol, the relative energy (zero: lowest compared OMol25 entry of this formula, charge and spin) values for the records above are, in order, 14.4; 25.4; 128.5; 84.1; 50.8; 59.2; 88.6; 55.6; 90.1; 80.3; 151.2; 43.2; 25.2; 0.0; 16.0; 47.0; 34.6; 25.4; 89.1; 53.1.